The molecule C5H8. Source: the Open Molecules 2025 dataset; level of theory: ωB97M-V/def2-TZVPD.

Structure (XYZ):
```
13
Properties=species:S:1:pos:R:3:mulliken_charge:R:1
C -1.59859 0.09936 -1.00157 -0.760
C -0.45781 0.69498 -1.26084 0.109
C 0.81490 0.73223 -0.95284 -0.507
C 1.19265 -0.07085 0.30625 -0.210
C -0.02814 -0.40189 1.16283 -1.026
H -1.68866 -0.93016 -1.33638 0.266
H -2.42467 0.48136 -0.40543 0.367
H 1.61035 1.20952 -1.51429 0.371
H 1.70206 -0.98683 -0.02193 0.256
H 1.90681 0.49568 0.90645 0.278
H -0.34133 -1.45584 1.07097 0.242
H 0.10009 -0.18410 2.21481 0.345
H -0.78767 0.31656 0.83197 0.270
```

- Molar mass: 68.12 g/mol
- SMILES: C=C=CCC
- Energy above the lowest of the compared OMol25 structures with the same formula, charge and spin: 53.17 kcal per mole
- Orbital gap: 0.38551 hartree